# 1
Below is 12 unconnected molecules or ions with the total composition C56H116F18N6O21S6 at a distorted geometry, with properties calculated with ωB97M-V/def2-TZVPD.

XYZ file:
```
223
Properties=species:S:1:pos:R:3:forces:R:3
C 10.968560 -23.955160 18.241960 0.4 -0.6 0.0
C 12.099140 -23.046540 17.800780 0.2 0.8 -1.0
C 13.100600 -22.546980 18.840610 -1.6 -1.0 1.3
C 13.972550 -23.678460 19.368800 2.1 1.2 0.2
N 14.547510 -23.317430 20.797260 -0.6 -0.6 -0.8
C 15.139710 -21.891380 20.872530 0.9 -0.7 -0.5
C 16.335900 -22.009210 21.833500 -1.2 2.7 0.3
C 16.622310 -23.427180 21.981530 0.8 -1.9 1.9
C 15.797860 -24.208920 21.044590 -0.8 0.0 -1.1
C 13.462780 -23.570430 21.882540 2.1 0.1 -0.4
H 11.368860 -24.869380 18.680230 -0.2 -0.1 0.3
H 10.397120 -24.287630 17.375350 0.0 0.1 -0.1
H 10.269620 -23.472540 18.925080 0.1 0.0 0.1
H 11.603000 -22.196370 17.332640 0.2 0.3 0.0
H 12.676600 -23.479600 16.984020 -0.1 -0.3 -0.2
H 12.483610 -22.305600 19.706140 -0.3 0.5 0.2
H 13.606630 -21.614300 18.591340 0.3 -0.4 -0.3
H 14.893900 -23.766460 18.793070 0.1 0.3 -0.2
H 13.612150 -24.706860 19.343940 -0.7 0.3 0.6
H 14.404490 -21.124730 21.117040 0.0 -0.3 -0.3
H 15.645930 -21.718130 19.922890 -0.8 0.1 -0.4
H 16.071950 -21.527300 22.774880 0.1 -0.2 0.2
H 17.177420 -21.418930 21.470870 -0.1 -0.1 -0.3
H 16.260410 -23.779060 22.947610 0.8 0.2 0.6
H 17.686020 -23.617240 21.838440 -0.1 -0.4 0.3
H 15.455820 -25.177790 21.408470 0.0 0.1 0.0
H 16.415800 -24.347320 20.157410 -0.8 0.2 -0.6
H 13.509990 -24.652070 22.008720 -0.7 0.1 0.0
H 12.488290 -23.141530 21.649040 0.3 -0.2 -0.4
H 13.838390 -23.111870 22.797270 -0.1 0.0 0.0
C 18.056750 -15.451980 11.972340 0.8 0.0 0.8
C 19.100190 -15.135620 13.113240 -1.3 0.0 -1.7
C 18.633410 -13.876560 13.891090 0.3 -0.5 1.0
C 17.351160 -14.119800 14.758230 1.2 0.9 -0.6
N 16.842860 -12.842620 15.473010 0.1 1.3 1.6
C 15.684240 -13.227710 16.425950 -0.6 0.3 -0.7
C 14.632420 -12.028230 16.440020 1.9 -1.1 0.3
C 14.773080 -11.618350 14.989510 -1.2 -0.8 -1.3
C 16.235810 -11.768220 14.566610 -0.1 0.4 0.1
C 17.927960 -12.171050 16.366300 -0.6 -1.0 -1.2
H 17.802590 -14.570580 11.383580 0.0 0.3 0.2
H 17.161740 -15.826850 12.468840 -0.2 -0.2 -0.4
H 18.422670 -16.155240 11.224250 0.0 -0.3 0.3
H 20.089420 -15.048870 12.663790 0.0 0.8 0.0
H 19.275290 -16.015570 13.732210 -0.6 0.1 0.5
H 18.443920 -12.994970 13.278720 0.1 -0.2 -0.6
H 19.502710 -13.634940 14.502670 -0.3 0.2 0.6
H 17.578570 -14.859280 15.526060 -0.2 0.0 0.1
H 16.537650 -14.417460 14.096640 -0.1 -0.1 0.2
H 16.079370 -13.614120 17.365450 0.1 0.2 -0.1
H 15.233730 -14.054630 15.876990 -0.3 -0.1 0.4
H 14.851870 -11.223290 17.141450 0.6 0.0 0.0
H 13.664210 -12.386920 16.789320 -0.1 -0.2 -0.6
H 14.318560 -10.661000 14.734590 0.4 0.2 0.1
H 14.216130 -12.338880 14.390560 -0.3 -0.1 0.0
H 16.640800 -10.762450 14.678420 0.9 -0.4 0.6
H 16.471290 -12.011570 13.530550 -0.6 -0.3 0.0
H 18.454730 -12.989350 16.857220 0.1 0.1 0.1
H 17.408630 -11.512120 17.062150 0.1 -0.1 -0.1
H 18.578610 -11.615850 15.690640 0.1 -0.1 0.3
C 21.967770 -24.141000 14.978740 -0.9 0.2 0.1
C 22.106960 -25.590060 14.534470 -0.4 -0.2 -0.9
C 20.721460 -26.277450 14.144550 0.2 -0.1 1.7
C 19.668180 -26.308070 15.338280 1.9 -0.5 -1.9
N 18.295770 -26.822990 14.874970 0.4 1.6 1.3
C 17.726930 -25.957260 13.807770 -1.9 0.6 -0.4
C 16.244280 -25.821830 14.209490 -0.6 0.4 -0.8
C 16.199330 -25.697260 15.714790 0.9 -0.8 0.2
C 17.367430 -26.603460 16.106690 -0.3 -1.6 0.3
C 18.281630 -28.249060 14.355840 0.4 0.6 0.3
H 21.299450 -23.597190 14.311130 -0.1 0.0 -0.3
H 22.870860 -23.533460 15.037360 0.2 -0.4 0.0
H 21.456680 -24.090850 15.940180 0.2 0.1 0.2
H 22.760060 -26.137590 15.214010 -0.6 -0.4 0.5
H 22.716690 -25.645270 13.632650 -0.2 0.2 -0.4
H 20.899250 -27.311140 13.847920 0.2 0.1 -0.2
H 20.273640 -25.755410 13.298960 0.2 0.0 0.0
H 19.648290 -25.288430 15.723040 -0.9 -0.1 0.2
H 20.024160 -26.981320 16.118100 -0.2 0.0 0.1
H 17.834260 -26.486090 12.860710 0.3 0.5 -0.1
H 18.093000 -24.930690 13.791780 0.8 -0.3 0.1
H 15.689570 -26.690520 13.854850 -0.1 -0.2 0.2
H 15.717530 -24.966720 13.785910 0.4 0.1 -0.5
H 15.253180 -26.087580 16.089690 0.1 0.0 0.2
H 16.348040 -24.693810 16.113620 0.0 0.1 -0.3
H 17.038280 -27.626110 16.290910 -0.4 0.1 0.2
H 17.909040 -26.314260 17.007310 0.4 0.3 -0.4
H 18.429140 -28.912210 15.208240 0.1 -0.1 -0.2
H 19.043580 -28.334000 13.581040 0.1 -0.1 0.2
H 17.341010 -28.459570 13.846900 -0.1 0.2 0.3
C 22.255230 -25.041800 10.060040 -0.2 -0.4 0.3
C 22.660770 -23.867160 9.186010 0.0 -0.2 1.0
C 21.567670 -23.423740 8.254970 -0.6 0.8 -1.3
C 20.829410 -24.514050 7.468830 -0.2 0.3 -0.7
N 19.788310 -23.889030 6.447550 0.6 -2.0 0.5
C 18.579450 -23.242270 7.222230 0.5 -0.9 -1.9
C 17.349530 -23.682350 6.407710 0.4 1.1 -1.6
C 17.847730 -24.456830 5.125410 0.1 -1.2 1.2
C 19.182130 -25.057570 5.609730 -0.3 1.0 0.5
C 20.417510 -22.880900 5.450250 -1.1 0.1 1.3
H 21.328980 -24.845290 10.599990 0.0 0.4 0.2
H 23.039500 -25.194200 10.801530 -0.1 -0.3 0.0
H 21.985770 -25.983270 9.581390 0.5 -0.1 -0.4
H 23.640990 -23.999140 8.727910 -0.2 -0.3 -0.5
H 22.860470 -23.088700 9.922370 -0.2 0.5 -0.3
H 21.885450 -22.621800 7.588630 0.6 -0.2 -0.3
H 20.796690 -22.843370 8.761810 -0.2 -0.4 0.7
H 20.360350 -25.215240 8.159060 -1.0 0.4 0.0
H 21.362760 -25.248300 6.865080 0.9 0.6 -0.2
H 18.831560 -22.187190 7.115750 -0.5 0.1 0.9
H 18.451520 -23.676960 8.213580 0.8 0.5 0.1
H 16.868450 -22.757880 6.088330 -0.5 -0.2 0.1
H 16.651520 -24.295960 6.977240 0.3 0.1 -0.1
H 17.948840 -23.978540 4.151180 -0.1 0.6 0.4
H 17.124720 -25.260520 4.986010 0.1 -0.1 -0.3
H 19.896150 -25.408010 4.864440 0.0 0.5 -0.1
H 19.002080 -25.922740 6.247820 0.0 0.3 0.4
H 20.562150 -21.966890 6.026230 0.4 0.1 -0.1
H 19.654860 -22.637370 4.710540 0.0 -0.2 0.0
H 21.318290 -23.218630 4.937770 -0.1 -0.4 0.5
C 7.805760 -19.069660 16.728950 0.9 0.9 -0.9
O 9.054280 -18.870080 16.055770 0.8 0.5 -0.4
C 10.141760 -19.773100 16.336300 -1.6 0.3 1.5
C 11.325130 -19.618580 15.443560 -0.3 1.4 -1.4
N 10.941640 -19.743630 13.952640 2.6 0.1 0.6
H 10.464880 -20.633170 13.913670 -0.8 -1.5 -0.5
H 10.248270 -19.075960 13.646780 -0.5 0.9 -0.1
C 12.144880 -19.845370 13.003370 1.0 -0.1 0.1
C 12.989380 -18.566840 12.695910 -2.0 -1.1 0.5
O 12.979110 -17.779020 13.868650 0.3 -0.4 0.7
C 13.411830 -16.507380 13.559620 0.0 1.2 -1.1
H 7.842690 -19.242440 17.804530 0.4 -0.9 0.0
H 7.262290 -19.773410 16.098490 -0.5 -0.2 0.7
H 7.359970 -18.075210 16.708030 -0.4 -0.1 -0.4
H 9.660980 -20.748240 16.414080 0.6 -0.5 -0.3
H 10.507580 -19.471590 17.317810 0.2 -0.3 0.4
H 12.156290 -20.295540 15.641050 -0.4 -0.2 0.1
H 11.732250 -18.613210 15.551160 -0.1 -0.2 0.1
H 11.825710 -20.308330 12.069620 -0.2 0.1 0.1
H 12.817470 -20.571640 13.459720 -0.2 -0.1 0.1
H 12.490620 -18.079340 11.858240 0.0 0.6 0.0
H 13.993480 -18.822180 12.357270 0.2 -0.3 0.2
H 14.371860 -16.552350 13.045390 0.2 0.1 -0.2
H 13.504430 -15.756840 14.344610 -0.1 -0.8 0.8
H 12.661690 -16.086750 12.889940 0.1 0.4 -0.5
C 16.886170 -18.062160 14.710100 0.2 -1.2 0.1
C 16.598060 -19.540620 14.281660 0.3 1.1 1.1
N 17.315540 -20.588430 15.197470 2.1 1.0 -1.5
C 17.411240 -20.204990 16.706160 -1.5 0.0 -1.5
C 16.690720 -21.989790 14.981310 -0.1 2.1 1.0
C 15.376850 -22.011160 15.794390 -0.1 -1.0 -1.1
C 18.862730 -20.556120 14.718720 -0.9 -2.1 0.1
C 19.180770 -21.205640 13.336880 -1.0 0.6 0.5
O 18.922020 -22.617330 13.240830 0.9 0.1 -1.1
C 19.464410 -23.152460 11.966170 -0.3 0.4 0.7
H 17.944550 -17.838590 14.576120 0.0 0.0 -0.2
H 16.719860 -17.842710 15.764750 -0.6 0.0 -0.2
H 16.301870 -17.439770 14.032360 -0.1 0.1 0.2
H 16.941620 -19.559640 13.247390 0.4 -1.0 0.1
H 15.533470 -19.763750 14.211140 0.1 -0.1 0.5
H 17.977250 -19.274490 16.749740 0.4 -0.5 0.3
H 17.738130 -21.080610 17.267000 0.6 0.3 -0.3
H 16.396250 -19.998740 17.045790 -0.1 0.2 -0.1
H 17.478170 -22.667440 15.311190 -0.3 -0.2 0.2
H 16.525230 -22.103660 13.909980 -0.1 0.1 0.1
H 15.502210 -22.176750 16.864420 0.1 -0.1 -0.1
H 14.794920 -22.797180 15.313120 0.0 -0.6 0.4
H 14.671870 -21.192300 15.650960 0.7 0.5 0.0
H 19.393270 -21.136580 15.473500 -0.2 -0.1 0.2
H 19.268150 -19.548420 14.809660 -0.5 0.1 -0.3
H 20.234480 -20.959980 13.204840 0.3 -0.3 -0.2
H 18.619940 -20.690640 12.556910 0.0 0.0 -0.3
H 20.524550 -22.917420 11.871500 0.2 -0.1 0.3
H 19.000210 -22.761530 11.060750 -0.5 0.4 0.4
H 19.310010 -24.230590 11.922710 0.0 0.0 0.4
C 20.660190 -19.989500 10.094360 0.5 -0.2 -1.4
F 21.768100 -20.651850 10.570540 -1.1 0.7 -0.3
F 19.678370 -20.898220 9.953100 0.3 0.3 0.4
F 20.281080 -19.071340 10.970640 0.2 -0.2 0.3
S 20.980940 -19.216130 8.358250 2.2 2.7 -1.7
O 20.447260 -17.831360 8.370230 0.1 -2.4 0.8
O 22.438880 -19.226520 8.148850 -1.0 -0.3 1.2
O 20.358490 -20.115920 7.404120 -1.0 -0.7 0.4
C 15.581250 -23.414010 10.303300 -0.2 1.9 0.7
F 14.494430 -24.095330 10.696170 0.9 -0.4 -0.5
F 16.690090 -23.831370 10.997630 -1.2 -0.3 -1.2
F 15.753630 -23.554930 8.944470 0.0 -0.2 1.9
S 15.285170 -21.583020 10.813150 1.8 2.6 -0.8
O 14.216560 -21.061010 9.987020 0.0 -0.9 -0.3
O 14.922170 -21.592090 12.220830 0.2 -1.0 0.4
O 16.594570 -20.916410 10.556460 -1.5 -1.6 0.4
C 22.002630 -15.946770 15.973930 -1.8 -0.7 1.6
F 22.362860 -14.693020 16.311190 0.3 -0.6 -0.6
F 21.778820 -16.035060 14.652400 0.4 0.2 0.5
F 22.955380 -16.817870 16.340750 -0.2 0.7 -0.6
S 20.361300 -16.370030 16.997950 -0.4 0.0 2.5
O 19.654070 -15.061780 17.100490 0.8 -1.1 -0.9
O 19.643420 -17.390270 16.237530 0.5 0.6 -0.5
O 20.795290 -16.876130 18.325670 0.0 1.1 -2.3
C 14.852260 -16.981900 18.177480 1.2 -1.6 0.6
F 16.217150 -17.301390 18.328660 -2.2 0.6 -0.1
F 14.528240 -16.043000 19.092220 0.3 -0.9 -0.5
F 14.732280 -16.420460 16.974250 -0.2 -0.1 0.0
S 13.753400 -18.654990 18.367790 -1.6 -1.0 0.9
O 13.991630 -19.565050 17.230450 0.7 1.5 0.7
O 14.145790 -19.255600 19.654920 0.5 1.0 -1.1
O 12.372380 -18.165690 18.405270 1.3 0.4 -0.4
C 20.305890 -22.658150 19.759790 0.9 -0.8 -0.5
F 20.072410 -21.385150 20.124290 0.0 -1.3 -0.2
F 21.578440 -22.720340 19.227900 -1.6 0.1 0.9
F 20.270210 -23.483490 20.872490 0.0 1.4 -1.2
S 19.102810 -23.389750 18.442720 -0.1 -1.2 -1.4
O 17.763810 -22.908680 18.727230 -0.6 0.1 1.5
O 19.487730 -22.836650 17.145200 0.9 -0.6 0.9
O 19.263160 -24.855390 18.610050 0.1 2.0 -0.1
C 17.336450 -27.078310 9.559900 1.6 -2.2 1.3
F 16.758340 -28.119790 8.929770 -0.2 0.7 0.3
F 17.511000 -26.114070 8.667090 -0.4 0.5 0.5
F 16.568630 -26.725770 10.632170 0.5 0.2 -1.5
S 19.077580 -27.749410 10.225470 2.8 -2.3 0.4
O 19.650830 -26.741760 11.133350 -1.6 0.1 -0.5
O 18.853680 -29.056490 10.916110 -1.0 2.3 -0.9
O 19.952320 -27.946790 9.046750 -1.9 0.9 0.4
```
Forces are in eV/Å.

## Properties
E_HOMO (alpha / beta) = -0.85 / -6.42 eV
spin multiplicity = 2
expectation value of S² = 0.750
frontier orbital gap (alpha / beta) = 2.064 / 7.620 eV
LUMO level (alpha / beta) = 0.04460 / 0.04396 hartree
net charge = -1

# 2
Below is a molecular structure, C13H8F3MoNO2SSbSe4, with properties calculated with ωB97M-V/def2-TZVPD.

XYZ file:
```
34
Properties=species:S:1:pos:R:3:forces:R:3
Mo -0.811683 -0.816768 0.542509 0.1 0.1 0.0
F 0.618630 -1.250370 -5.416950 0.0 0.0 0.0
C -0.150546 -2.005154 -4.598551 0.0 0.0 0.0
F 0.654953 -2.873260 -3.992448 0.0 0.0 0.0
F -0.967895 -2.712578 -5.409318 0.0 0.0 0.0
C -0.943143 -1.139125 -3.664934 0.0 0.0 0.0
C -1.877148 -0.284096 -4.241181 0.0 0.0 0.0
C -2.636324 0.558640 -3.452545 0.0 0.0 -0.1
C -2.436847 0.523436 -2.082168 0.0 0.0 0.1
N -1.540654 -0.281882 -1.533890 0.0 -0.1 0.0
C -0.788384 -1.115217 -2.280373 0.0 0.0 0.0
S 0.257265 -2.042051 -1.223746 0.1 0.0 0.1
H -2.001803 -0.290386 -5.316683 0.0 0.0 0.0
H -3.368454 1.224512 -3.884607 0.0 0.0 0.0
H -2.994309 1.147778 -1.394830 0.0 0.0 0.0
Se -2.723845 -1.785209 5.220254 0.0 0.0 0.0
Sb -2.052206 -2.933795 3.247683 0.0 0.0 -0.1
Se 0.212385 -1.984665 2.336474 0.1 -0.1 0.0
Se -2.915448 -1.718205 1.084137 -0.2 -0.1 0.1
Se -2.167704 -5.296313 2.976364 0.0 0.0 0.0
O -0.836576 3.017398 1.941190 0.0 -0.1 0.0
C -0.192621 2.038855 1.658600 0.1 0.2 0.2
O -0.681183 1.056646 0.913313 -0.1 -0.2 -0.3
C 1.234278 1.870914 2.088242 0.0 0.0 0.0
C 1.675278 2.598385 3.188405 0.0 0.0 0.0
C 2.980068 2.465188 3.632709 0.0 0.0 0.0
C 3.856912 1.617094 2.968681 0.0 0.0 0.0
C 3.425466 0.902098 1.861143 0.0 0.0 0.0
C 2.114960 1.024680 1.425556 0.0 0.0 0.0
H 0.974469 3.253168 3.688118 0.0 0.0 0.0
H 3.313554 3.018239 4.501404 0.0 0.0 0.0
H 4.876377 1.510277 3.317541 0.0 0.0 0.0
H 4.104553 0.239201 1.340980 0.0 0.0 0.0
H 1.787626 0.462564 0.558924 0.0 0.0 0.0
```
Forces are in eV/Å.

## Properties
E_HOMO (alpha / beta) = -4.68 / -4.65 eV
relative energy (zero: lowest compared OMol25 entry of this formula, charge and spin) = 0.000 eV
spin multiplicity = 1
frontier orbital gap (alpha / beta) = 6.066 / 5.958 eV
LUMO level (alpha / beta) = 0.05103 / 0.04819 hartree
net charge = -1